# 1
A structure of composition C53H44BrIIrNP3. Source: the OMol25 dataset; level of theory: ωB97M-V/def2-TZVPD.

Element x y z (Å)
Ir 0.2104 0.0302 1.3675
I -1.4719 -1.8796 2.4348
C -3.5094 -1.2553 2.1879
C -4.3429 -2.3603 2.2899
C -5.7266 -2.2428 2.2283
C -6.2695 -0.9883 2.0847
C -5.4505 0.1562 2.0139
C -6.1008 1.4067 1.9776
C -5.3882 2.5786 2.0481
C -4.0030 2.5137 2.1022
C -3.3088 1.3051 2.0297
P -1.5116 1.6607 1.9580
C -1.3456 2.6482 3.4782
C -1.9247 2.1476 4.6545
C -1.8803 2.8999 5.8125
C -1.2541 4.1403 5.8122
C -0.6424 4.6154 4.6546
C -0.6829 3.8728 3.4850
C -1.2048 2.8208 0.5812
C 0.1582 2.9832 0.3023
C 0.5762 3.8466 -0.6926
C -0.3713 4.5198 -1.4544
C -1.7228 4.3339 -1.2044
C -2.1485 3.4909 -0.1876
C -4.0113 0.0662 2.0546
H -3.9128 -3.3407 2.4352
H -6.3522 -3.1183 2.3224
H -7.3393 -0.8465 2.0459
H -7.1807 1.4205 1.9498
H -5.8890 3.5322 2.0758
H -3.4420 3.4324 2.2207
H -2.4124 1.1818 4.6616
H -2.3392 2.5206 6.7138
H -1.2432 4.7389 6.7113
H -0.1345 5.5676 4.6588
H -0.2201 4.2567 2.5871
H 0.8912 2.4300 0.9026
H 1.6279 4.0086 -0.8695
H -0.0600 5.1839 -2.2460
H -2.4572 4.8646 -1.7924
H -3.2059 3.3596 -0.0155
C 5.8145 0.0583 1.8848
C 4.5409 -0.0378 2.6391
C 4.5161 -0.2833 4.0140
C 3.3058 -0.3264 4.6740
C 2.1427 -0.1440 3.9391
Br 0.4963 -0.1243 4.8739
N 2.1325 0.0500 2.6166
C 3.3152 0.1065 1.9919
H 6.6621 -0.1981 2.5123
H 5.9540 1.0770 1.5280
H 5.7949 -0.6040 1.0229
H 5.4353 -0.4357 4.5601
H 3.2469 -0.4980 5.7374
H 3.2854 0.2875 0.9221
C 0.1855 -0.6709 -2.7279
P -0.0851 -0.9660 -0.8956
C -1.9152 -1.0475 -1.0310
C -2.6627 -2.1966 -0.7955
C -4.0295 -2.1875 -1.0300
C -4.6590 -1.0280 -1.4594
C -3.9277 0.1386 -1.6340
C -2.5636 0.1298 -1.4153
C 0.5796 -2.6492 -0.7459
C 0.1686 -3.6949 -1.5730
C 0.7344 -4.9488 -1.4254
C 1.7214 -5.1713 -0.4748
C 2.1443 -4.1331 0.3421
C 1.5762 -2.8797 0.2033
P 1.7034 0.1147 -3.4718
C 3.2176 -0.3984 -2.5932
C 3.6326 -1.7272 -2.6877
C 4.8849 -2.0689 -2.2110
C 5.7237 -1.1080 -1.6684
C 5.2931 0.2044 -1.5449
C 4.0380 0.5609 -2.0080
C 1.8506 -0.5599 -5.1364
C 3.0972 -0.4291 -5.7770
C 3.2893 -0.9747 -7.0305
C 2.2301 -1.6014 -7.6829
C 0.9842 -1.7040 -7.0659
C 0.7759 -1.1502 -5.8180
H -0.6555 -0.0659 -3.0820
H 0.0901 -1.6714 -3.1692
H -2.1745 -3.0969 -0.4538
H -4.5990 -3.0954 -0.8961
H -5.7150 -1.0334 -1.6761
H -4.4165 1.0439 -1.9594
H -1.9947 1.0397 -1.5550
H -0.6075 -3.5467 -2.3113
H 0.3930 -5.7624 -2.0469
H 2.1561 -6.1530 -0.3722
H 2.9066 -4.3073 1.0864
H 1.9058 -2.0557 0.8307
H 2.9973 -2.4758 -3.1393
H 5.2196 -3.0894 -2.3072
H 6.7227 -1.3796 -1.3673
H 5.9441 0.9581 -1.1321
H 3.7091 1.5886 -1.9482
H 3.9116 0.0869 -5.2864
H 4.2493 -0.8892 -7.5171
H 2.3601 -1.9766 -8.6875
H 0.1699 -2.2002 -7.5733
H -0.2065 -1.2002 -5.3736

Summary:
E_LUMO (spin up / spin down): -0.53898 / -0.54353 hartree
⟨S²⟩: 0.817
Charge: +4
Frontier orbital gap (spin up / spin down): 2.28 / 2.25 eV
Multiplicity: 2
HOMO level (spin up / spin down): -16.9 / -17.0 eV

These are the Mulliken partial charges, in e, on atoms 1 to 99: number 1, Ir, carries 1.86; number 2, I, carries 0.40; number 3, C, carries 0.82; number 4, C, carries -0.84; number 5, C, carries -1.02; number 6, C, carries -0.83; number 7, C, carries 0.91; number 8, C, carries -1.01; number 9, C, carries -1.35; number 10, C, carries -1.46; number 11, C, carries 1.58; number 12, P, carries 0.54; number 13, C, carries 1.18; number 14, C, carries -0.68; number 15, C, carries -0.83; number 16, C, carries -0.66; number 17, C, carries -0.73; number 18, C, carries -0.53; number 19, C, carries 0.75; number 20, C, carries -0.76; number 21, C, carries -0.96; number 22, C, carries -0.89; number 23, C, carries -0.68; number 24, C, carries -0.55; number 25, C, carries -0.33; number 26, H, carries 0.54; number 27, H, carries 0.48; number 28, H, carries 0.50; number 29, H, carries 0.52; number 30, H, carries 0.51; number 31, H, carries 0.73; number 32, H, carries 0.64; number 33, H, carries 0.50; number 34, H, carries 0.46; number 35, H, carries 0.49; number 36, H, carries 0.41; number 37, H, carries 0.63; number 38, H, carries 0.60; number 39, H, carries 0.50; number 40, H, carries 0.51; number 41, H, carries 0.55; number 42, C, carries -1.07; number 43, C, carries 0.64; number 44, C, carries -0.71; number 45, C, carries -0.70; number 46, C, carries 0.15; number 47, Br, carries 0.04; number 48, N, carries -0.22; number 49, C, carries -0.35; number 50, H, carries 0.43; number 51, H, carries 0.32; number 52, H, carries 0.08; number 53, H, carries 0.48; number 54, H, carries 0.51; number 55, H, carries 0.50; number 56, C, carries -1.69; number 57, P, carries 0.52; number 58, C, carries 1.26; number 59, C, carries -0.41; number 60, C, carries -0.81; number 61, C, carries -0.98; number 62, C, carries -1.08; number 63, C, carries -0.69; number 64, C, carries 1.54; number 65, C, carries -0.82; number 66, C, carries -1.03; number 67, C, carries -0.75; number 68, C, carries -0.88; number 69, C, carries -0.67; number 70, P, carries 0.45; number 71, C, carries 0.66; number 72, C, carries -0.25; number 73, C, carries -0.91; number 74, C, carries -0.64; number 75, C, carries -0.68; number 76, C, carries -0.44; number 77, C, carries 0.82; number 78, C, carries -0.46; number 79, C, carries -0.74; number 80, C, carries -0.36; number 81, C, carries -0.71; number 82, C, carries -0.35; number 83, H, carries 1.05; number 84, H, carries 0.49; number 85, H, carries 0.52; number 86, H, carries 0.51; number 87, H, carries 0.50; number 88, H, carries 0.56; number 89, H, carries 0.55; number 90, H, carries 0.54; number 91, H, carries 0.54; number 92, H, carries 0.50; number 93, H, carries 0.57; number 94, H, carries 0.20; number 95, H, carries 0.44; number 96, H, carries 0.53; number 97, H, carries 0.54; number 98, H, carries 0.58; number 99, H, carries 0.58

# 2
A structure of composition C53H44CdF5GeN7S2. Source: the OMol25 dataset; level of theory: ωB97M-V/def2-TZVPD.

Element x y z (Å)
Cd -0.7834 1.1631 -1.0175
S -0.1483 0.5022 1.4937
C -1.8882 0.3800 2.1027
N -2.1263 0.2761 3.3910
N -1.0733 0.1399 4.2401
C -1.2007 0.5586 5.5510
C -2.4178 1.0027 6.0727
C -2.4937 1.3848 7.4029
C -1.3809 1.3448 8.2313
C -0.1701 0.9078 7.7054
C -0.0768 0.5150 6.3839
N -2.9183 0.3338 1.2619
N -2.7362 0.5031 -0.0262
C -3.9050 0.4034 -0.7795
C -5.1286 -0.0408 -0.2563
C -6.2385 -0.1445 -1.0775
C -6.1727 0.1868 -2.4259
C -4.9670 0.6393 -2.9476
C -3.8520 0.7501 -2.1372
H -0.1351 0.1179 3.8585
H -3.2805 1.0452 5.4244
H -3.4439 1.7284 7.7943
H -1.4523 1.6513 9.2662
H 0.7129 0.8726 8.3319
H 0.8679 0.1683 5.9813
H -5.1817 -0.3008 0.7902
H -7.1736 -0.4936 -0.6547
H -7.0477 0.0988 -3.0571
H -4.8874 0.9140 -3.9928
H -2.9260 1.1215 -2.5635
N 2.8394 1.4832 -0.0284
C 3.1871 0.7102 1.0706
C 4.0691 -0.3628 0.9197
C 4.5231 -1.0757 2.0128
C 4.0944 -0.7473 3.2919
C 3.1999 0.3003 3.4456
C 2.7316 1.0330 2.3588
C 1.7498 2.1249 2.6065
C 2.1761 3.2860 3.2499
C 1.2894 4.3042 3.5534
C -0.0493 4.1833 3.2050
C -0.4960 3.0442 2.5602
C 0.3955 2.0167 2.2717
H 1.9050 1.8662 -0.0316
H 3.0533 1.0618 -0.9230
H 4.3952 -0.6249 -0.0799
H 5.2111 -1.8990 1.8618
H 4.4409 -1.3014 4.1544
H 2.8464 0.5723 4.4338
H 3.2233 3.3736 3.5134
H 1.6425 5.1940 4.0581
H -0.7508 4.9750 3.4345
H -1.5410 2.9345 2.2979
C 2.0524 -4.3990 1.7709
N 1.2810 -4.7942 0.6214
C 0.7964 -6.1533 0.4656
C 0.0204 -6.0750 -0.8547
N -0.2712 -4.6548 -0.9302
C 0.5921 -3.9324 -0.1662
S 0.7449 -2.2830 -0.2228
H 1.5422 -4.6869 2.6961
H 2.1708 -3.3174 1.7517
H 3.0376 -4.8703 1.7510
H 0.1478 -6.4308 1.3057
H 1.6257 -6.8618 0.4247
H -0.8924 -6.6692 -0.8295
H 0.6315 -6.4050 -1.7011
H -0.6119 -4.2218 -1.7778
F -2.9382 3.5859 0.0043
C -1.8247 4.1790 -0.4791
C -0.7712 3.4168 -0.9367
C 0.3133 4.1343 -1.3872
F 1.4025 3.4774 -1.8690
C 0.3818 5.5174 -1.3937
F 1.4667 6.1709 -1.8412
C -0.7018 6.2376 -0.9253
F -0.6688 7.5780 -0.9178
C -1.8188 5.5648 -0.4625
F -2.8668 6.2680 -0.0035
C -2.2609 2.5985 -6.5909
C -1.5302 3.2154 -5.5847
C -0.8801 2.4465 -4.6294
C -0.9308 1.0512 -4.6596
C -1.6703 0.4505 -5.6778
C -2.3306 1.2134 -6.6332
Ge -0.0574 0.0154 -3.2123
C 1.8758 0.0635 -3.6362
C 2.4342 1.0402 -4.4583
C 3.8063 1.1097 -4.6682
C 4.6520 0.1934 -4.0625
C 4.1143 -0.7952 -3.2481
C 2.7430 -0.8560 -3.0371
C -0.6431 -1.8383 -3.5807
C 0.1115 -2.7361 -4.3319
C -0.3643 -4.0103 -4.6261
C -1.6236 -4.4011 -4.1923
C -2.3951 -3.5149 -3.4469
C -1.8999 -2.2556 -3.1345
H -2.7803 3.1945 -7.3312
H -1.4764 4.2962 -5.5338
H -0.3368 2.9475 -3.8339
H -1.7426 -0.6304 -5.7268
H -2.9044 0.7239 -7.4113
H 1.7904 1.7678 -4.9406
H 4.2140 1.8856 -5.3049
H 5.7217 0.2482 -4.2234
H 4.7651 -1.5216 -2.7743
H 2.3428 -1.6258 -2.3882
H 1.0915 -2.4431 -4.6925
H 0.2459 -4.6920 -5.2074
H -2.0042 -5.3863 -4.4349
H -3.3807 -3.8045 -3.1024
H -2.5058 -1.5881 -2.5309

Summary:
E_LUMO (spin up / spin down): 0.07798 / 0.07794 hartree
⟨S²⟩: 0.792
Energy relative to the best compared isomer or geometry (same formula, charge and spin): 11.5 kcal/mol
Charge: -1
Frontier orbital gap (spin up / spin down): 5.77 / 6.95 eV
Multiplicity: 2
HOMO level (spin up / spin down): -3.6 / -4.8 eV

These are the Mulliken partial charges, in e, on atoms 1 to 99: number 1, Cd, carries 2.87; number 2, S, carries 0.74; number 3, C, carries -0.32; number 4, N, carries -0.77; number 5, N, carries 0.31; number 6, C, carries 0.38; number 7, C, carries -0.31; number 8, C, carries -0.53; number 9, C, carries -0.46; number 10, C, carries -0.60; number 11, C, carries -0.27; number 12, N, carries -0.78; number 13, N, carries 1.31; number 14, C, carries 0.17; number 15, C, carries -0.58; number 16, C, carries -0.56; number 17, C, carries -0.64; number 18, C, carries -0.72; number 19, C, carries -0.10; number 20, H, carries 0.13; number 21, H, carries 0.45; number 22, H, carries 0.35; number 23, H, carries 0.37; number 24, H, carries 0.36; number 25, H, carries 0.29; number 26, H, carries 0.42; number 27, H, carries 0.35; number 28, H, carries 0.39; number 29, H, carries 0.44; number 30, H, carries -0.04; number 31, N, carries -0.22; number 32, C, carries 0.89; number 33, C, carries -0.35; number 34, C, carries -0.65; number 35, C, carries -0.98; number 36, C, carries -0.45; number 37, C, carries -0.26; number 38, C, carries -1.08; number 39, C, carries -0.01; number 40, C, carries -1.06; number 41, C, carries -0.81; number 42, C, carries -1.62; number 43, C, carries 2.03; number 44, H, carries -0.32; number 45, H, carries -0.02; number 46, H, carries 0.39; number 47, H, carries 0.41; number 48, H, carries 0.41; number 49, H, carries 0.47; number 50, H, carries 0.49; number 51, H, carries 0.39; number 52, H, carries 0.49; number 53, H, carries 0.56; number 54, C, carries -0.72; number 55, N, carries 0.22; number 56, C, carries -0.71; number 57, C, carries -0.64; number 58, N, carries -0.07; number 59, C, carries -0.41; number 60, S, carries -0.04; number 61, H, carries 0.29; number 62, H, carries 0.08; number 63, H, carries 0.28; number 64, H, carries 0.31; number 65, H, carries 0.38; number 66, H, carries 0.38; number 67, H, carries 0.30; number 68, H, carries 0.20; number 69, F, carries -0.37; number 70, C, carries 0.94; number 71, C, carries -2.21; number 72, C, carries 1.86; number 73, F, carries -0.27; number 74, C, carries 0.05; number 75, F, carries -0.35; number 76, C, carries 0.80; number 77, F, carries -0.35; number 78, C, carries 0.16; number 79, F, carries -0.35; number 80, C, carries -0.55; number 81, C, carries -0.74; number 82, C, carries 0.18; number 83, C, carries -0.30; number 84, C, carries -0.23; number 85, C, carries -0.75; number 86, Ge, carries -0.18; number 87, C, carries -0.25; number 88, C, carries -0.15; number 89, C, carries -0.64; number 90, C, carries -0.63; number 91, C, carries -0.63; number 92, C, carries -0.09; number 93, C, carries 0.92; number 94, C, carries -0.70; number 95, C, carries -0.67; number 96, C, carries -0.65; number 97, C, carries -0.61; number 98, C, carries -0.39; number 99, H, carries 0.36

Question: The highest charge belongs to which entry?
Answer: C53H44BrIIrNP3